Computed, not measured: the molecule C19H28N2O3S at a distorted geometry, with ωB97M-V/def2-TZVPD.

Last column: Mulliken charge in e.
CARTESIAN COORDINATES (ANGSTROEM)
S1 0.190 -1.741 0.913  1.33
O1 -0.118 -0.785 1.931  -0.61
O2 1.227 0.066 -3.231  -0.70
O3 -0.897 -2.268 0.126  -0.71
N1 1.373 -1.168 -0.089  0.49
N2 -0.652 -0.414 -2.068  0.20
C1 -2.690 1.713 1.498  -0.32
C2 -2.914 0.498 -2.196  -1.37
C3 1.145 1.220 0.292  0.91
C4 1.682 2.465 0.590  0.31
C5 -1.471 0.613 -2.678  -0.50
C6 4.225 -1.006 0.297  -1.88
C7 -3.599 -0.589 1.482  -0.30
C8 1.357 -1.591 -1.476  -0.98
C9 1.021 -3.144 1.698  -1.33
C10 0.796 3.670 0.669  -1.49
C11 3.330 0.191 0.405  0.97
C12 3.053 2.561 0.786  -0.80
C13 0.646 -0.558 -2.366  0.61
C14 -3.738 -0.596 -0.038  -0.77
C15 -3.806 0.819 2.026  -1.18
C16 -3.035 0.564 -0.688  0.52
C17 1.953 0.098 0.202  -0.90
C18 3.859 1.442 0.692  -0.86
C19 -2.576 1.594 0.010  -0.11
H1 3.496 3.520 1.014  0.42
H2 -1.055 1.596 -2.428  0.24
H3 0.301 -3.648 2.329  0.45
H4 -3.331 -0.447 -2.550  0.33
H5 1.302 4.493 1.167  0.40
H6 4.635 -1.074 -0.712  0.32
H7 -4.797 -0.558 -0.321  0.42
H8 -3.795 0.810 3.117  0.42
H9 3.676 -1.921 0.505  0.30
H10 2.383 -1.709 -1.834  0.39
H11 -1.742 1.404 1.955  0.17
H12 5.059 -0.921 0.990  0.50
H13 -1.054 -0.963 -1.318  0.04
H14 -4.774 1.204 1.696  0.36
H15 -2.596 -0.925 1.748  -0.10
H16 -2.086 2.416 -0.496  0.32
H17 1.376 -3.807 0.920  0.36
H18 0.831 -2.546 -1.520  0.60
H19 -0.118 3.436 1.208  0.21
H20 -2.869 2.756 1.773  0.48
H21 1.837 -2.750 2.288  0.36
H22 -3.490 1.308 -2.651  0.41
H23 0.083 1.111 0.138  0.18
H24 4.924 1.537 0.849  0.44
H25 0.522 3.995 -0.335  0.31
H26 -4.320 -1.283 1.920  0.36
H27 -3.330 -1.532 -0.428  0.32
H28 -1.416 0.505 -3.767  0.50

Cartesian forces (eV/Å) of the 6 atoms listed first:
0.5 -0.9 0.7
0.3 0.1 0.0
0.2 0.1 -0.2
0.1 -0.2 -0.2
-0.7 -0.1 0.5
-0.6 0.1 0.0

Values from the calculation:
- lowest unoccupied orbital energy (eV) = 0.41
- SMILES = Cc1ccc(C)c(N(CC(=O)NCCC2=CCCCC2)S(C)(=O)=O)c1
- total charge = 0
- orbital gap (eV) = 9.24
- energy above the lowest of the compared OMol25 structures with the same formula, charge and spin (kJ/mol) = 56.5
- DFT total energy (eV) = -40115.90847


Computed, not measured: a cluster of 2 separate species, C13H14F4N2O2 in total at a distorted geometry, with ωB97M-V/def2-TZVPD.

Last column: Mulliken charge in e.
CARTESIAN COORDINATES (ANGSTROEM)
F1 2.392 -1.355 2.502  -0.28
F2 -2.324 1.446 2.617  -0.30
F3 2.449 1.382 2.493  -0.29
F4 -2.330 -1.301 2.686  -0.35
O1 -0.008 -2.553 1.804  -0.54
O2 0.071 2.743 2.275  -0.53
N1 -0.729 -3.166 -1.538  0.14
N2 0.370 -1.187 -2.159  0.10
C1 -1.180 0.746 2.506  0.47
C2 1.219 -3.305 -2.982  -0.68
C3 1.257 -0.630 2.400  0.32
C4 0.019 -1.372 2.214  0.71
C5 -0.627 -1.803 -1.443  1.03
C6 -1.717 -3.830 -0.730  -1.19
C7 0.055 1.510 2.396  0.31
C8 0.537 0.235 -2.019  -1.17
C9 -1.187 -0.604 2.482  0.05
C10 -1.521 -1.070 -0.688  -1.54
C11 0.391 -3.977 -1.923  -0.61
C12 1.278 0.720 2.430  0.42
C13 1.546 -1.894 -2.579  -0.60
H1 0.913 0.535 -1.024  0.29
H2 -1.490 -3.750 0.347  0.32
H3 -2.281 -1.605 -0.135  0.20
H4 -1.763 -4.889 -1.010  0.32
H5 1.981 -1.345 -3.416  0.39
H6 0.686 -3.314 -3.942  0.31
H7 -0.413 0.750 -2.200  0.39
H8 2.300 -1.898 -1.771  0.29
H9 1.235 0.599 -2.779  0.32
H10 -0.001 -4.928 -2.286  0.40
H11 -1.412 0.004 -0.639  0.25
H12 1.010 -4.203 -1.036  0.29
H13 -2.713 -3.409 -0.922  0.43
H14 2.150 -3.857 -3.085  0.35

Cartesian forces (eV/Å) of the 6 atoms listed first:
-1.0 0.7 -0.3
1.0 -0.6 0.0
-1.1 -0.4 0.0
1.2 0.7 -0.5
0.2 3.1 1.5
0.0 -2.5 0.4

Values from the calculation:
- lowest unoccupied orbital energy (eV) = -2.52
- SMILES = O=C1C(F)=C(F)C(=O)C(F)=C1F.C=C1N(C)CCCN1C
- total charge = 0
- orbital gap (eV) = 4.81
- energy above the lowest of the compared OMol25 structures with the same formula, charge and spin (kJ/mol) = 4.1
- DFT total energy (eV) = -31649.96133


Computed, not measured: a structure of composition C35H48AuF3O2PSTe, with ωB97M-V/def2-TZVPD.

Last column: Mulliken charge in e.
CARTESIAN COORDINATES (ANGSTROEM)
Au1 -1.824 0.273 -0.723  1.54
Te1 -3.010 1.570 -2.708  -0.25
S1 -1.291 4.186 -3.870  -0.19
P1 -1.010 0.196 1.547  -0.72
F1 -3.902 -4.352 -0.714  -0.31
F2 -4.486 -2.789 0.666  -0.32
F3 -2.453 -2.886 -0.067  -0.21
O1 -5.309 -2.278 -2.058  -0.70
O2 -3.232 -1.365 -2.067  -0.52
C1 -2.291 1.540 3.893  -2.01
C2 2.114 -1.446 -0.482  0.59
C3 -4.159 -2.108 -1.678  0.20
C4 0.668 -0.463 -2.626  -0.64
C5 0.944 1.762 2.795  -0.10
C6 -1.759 5.724 -1.898  -0.59
C7 1.054 2.974 -0.957  -1.23
C8 3.167 -1.940 0.499  0.35
C9 -1.115 5.715 -3.095  -0.44
C10 0.372 -2.758 -3.616  0.06
C11 2.167 2.364 3.023  -1.05
C12 3.064 -3.423 0.874  -1.83
C13 -2.233 3.532 -2.573  0.06
C14 -0.139 -0.932 4.090  -1.96
C15 -2.227 -1.870 3.050  -1.97
C16 -0.210 -4.034 -3.005  -1.46
C17 -2.218 1.456 2.362  2.20
C18 -1.924 2.850 1.795  -1.37
C19 1.152 1.889 -2.029  0.99
C20 -3.748 -3.037 -0.445  0.85
C21 -0.854 -1.251 2.779  3.10
C22 3.209 2.135 2.143  -1.00
C23 1.065 0.418 -1.618  -0.42
C24 1.639 -0.117 -0.449  0.54
C25 2.495 2.042 -2.767  -1.72
C26 0.912 -1.824 -2.557  0.20
C27 1.736 -2.273 -1.531  0.20
C28 1.763 0.721 0.784  -0.25
C29 -3.626 1.043 1.889  -1.73
C30 -0.018 -2.283 2.020  -2.36
C31 0.696 0.933 1.697  0.79
C32 2.996 1.320 1.049  0.09
C33 -2.400 4.487 -1.613  -0.33
C34 4.544 -1.702 -0.145  -1.68
C35 1.447 -3.103 -4.652  -1.49
H1 0.869 3.934 -1.439  0.51
H2 -2.800 3.488 1.937  0.76
H3 0.859 -0.531 3.917  0.23
H4 -2.088 -2.813 3.588  0.56
H5 -1.078 3.340 2.276  0.25
H6 -2.987 4.319 -0.721  0.43
H7 -0.710 -4.622 -3.776  0.48
H8 -2.864 -1.235 3.662  0.29
H9 4.648 -2.345 -1.021  0.35
H10 2.054 -3.708 1.160  0.31
H11 -0.938 -3.794 -2.232  0.17
H12 -0.404 -2.446 1.013  0.31
H13 -3.895 0.042 2.229  0.30
H14 1.833 -2.200 -5.128  0.35
H15 -2.688 0.626 4.328  0.38
H16 5.347 -1.935 0.558  0.45
H17 0.354 2.067 -2.753  -0.08
H18 1.009 -1.936 1.950  0.20
H19 0.231 2.786 -0.272  -0.09
H20 -2.744 -2.088 2.116  0.21
H21 2.556 1.353 -3.610  0.37
H22 -4.368 1.750 2.270  0.53
H23 0.574 -4.652 -2.561  0.29
H24 4.656 -0.671 -0.480  0.34
H25 3.805 1.171 0.346  0.18
H26 2.081 -3.301 -1.543  0.23
H27 2.300 3.012 3.880  0.43
H28 1.975 3.062 -0.381  0.41
H29 -3.694 1.048 0.803  0.24
H30 4.173 2.602 2.301  0.36
H31 0.151 -0.057 -3.490  0.29
H32 2.280 -3.630 -4.180  0.23
H33 -2.981 2.349 4.149  0.54
H34 -1.340 1.759 4.375  0.27
H35 -0.034 -1.861 4.658  0.51
H36 3.729 -3.632 1.715  0.44
H37 -1.778 6.581 -1.239  0.35
H38 -0.563 6.509 -3.573  0.40
H39 0.156 1.935 3.511  0.20
H40 -1.728 2.797 0.723  -0.35
H41 3.376 -4.057 0.042  0.45
H42 1.029 -3.746 -5.430  0.45
H43 -0.695 -0.229 4.707  0.35
H44 3.326 1.824 -2.091  0.24
H45 -0.439 -2.229 -4.125  0.51
H46 -0.030 -3.241 2.549  0.60
H47 2.603 3.063 -3.139  0.46
H48 3.106 -1.349 1.415  0.40

Cartesian forces (eV/Å) of the 6 atoms listed first:
0.3 0.1 0.6
0.1 -0.2 0.1
-0.1 0.1 0.3
-0.1 0.5 0.2
0.0 0.1 0.0
0.0 0.0 -0.1

Values from the calculation:
- lowest unoccupied orbital energy (eV) = 2.29
- total charge = -1
- orbital gap (eV) = 6.49
- DFT total energy (eV) = -80435.62460